C23H26N8O2PPt as an isolated structure, computed with the ωB97M-V functional and the def2-TZVPD basis.

Element x y z (Å)
Pt: -0.391 -0.859 1.775
N: -0.018 -3.389 -1.711
C: -0.219 -2.328 -0.950
N: -0.159 -2.363 0.361
C: 0.109 -3.588 1.005
N: -0.015 -3.689 2.286
N: -0.411 -2.498 2.827
C: -0.912 -2.432 4.004
C: -1.223 -1.084 4.483
C: -1.559 -0.814 5.791
C: -1.817 0.503 6.162
C: -1.741 1.494 5.203
C: -1.391 1.155 3.903
N: -1.136 -0.099 3.543
C: 0.443 -4.744 0.200
C: 0.790 -5.976 0.767
C: 1.030 -7.057 -0.049
C: 0.923 -6.931 -1.437
C: 0.580 -5.724 -2.015
C: 0.344 -4.637 -1.185
H: -0.140 -3.301 -2.709
H: -0.432 -1.382 -1.430
H: -1.089 -3.331 4.583
H: -1.617 -1.621 6.509
H: -2.072 0.743 7.186
H: -1.940 2.527 5.448
H: -1.316 1.908 3.134
H: 0.861 -6.060 1.843
H: 1.295 -8.012 0.382
H: 1.108 -7.789 -2.069
H: 0.490 -5.630 -3.090
N: -0.229 0.975 0.919
C: -0.314 2.070 0.595
C: -0.550 3.432 0.215
C: 0.510 4.289 -0.098
C: 0.227 5.605 -0.427
C: -1.088 6.058 -0.444
C: -2.138 5.204 -0.124
C: -1.877 3.886 0.210
H: 1.524 3.921 -0.077
H: 1.036 6.285 -0.658
H: -1.296 7.088 -0.702
H: -3.156 5.569 -0.121
H: -2.685 3.214 0.470
N: -1.000 2.964 -2.953
C: 0.182 2.473 -3.746
P: 1.104 1.367 -2.577
O: 1.957 2.235 -1.707
O: 0.043 0.467 -2.031
C: 2.375 0.460 -3.589
N: 3.695 1.143 -3.341
H: -0.709 3.646 -2.241
H: -1.394 2.155 -2.454
H: -1.719 3.394 -3.538
H: 0.761 3.334 -4.073
H: -0.207 1.931 -4.607
H: 2.165 0.427 -4.656
H: 2.442 -0.560 -3.217
H: 3.991 1.725 -4.125
H: 4.452 0.489 -3.142
H: 3.518 1.764 -2.512

Calculated values
LUMO energy   -8.5793 eV
Net charge   +3
Multiplicity   1
HOMO level   -15.81 eV

Atomic partial charges in e from the Löwdin method, atoms 1 to 8: 1.191 0.155 -0.108 -0.043 -0.252 0.120 -0.191 0.010